Here is a 2-piece molecular cluster, C3H9OS overall from the OMol25 dataset. Energies are from the ωB97M-V functional and the def2-TZVPD basis.

ORCA input file:
```
! wB97M-V def2-TZVPD RIJCOSX def2/J DEFGRID3
* xyz -1 1
H 2.1339 1.5419 -1.8129
C 1.4232 0.8763 -1.4114
H -0.3345 -2.1542 2.6325
H -0.0392 2.1465 -1.5981
H -0.7293 0.6064 -1.3609
H -0.0076 0.9523 -3.0045
C 0.1159 1.1252 -1.8796
H 1.8036 -0.1338 -1.6995
H -2.1399 -2.2251 2.1825
C -1.2501 -1.4816 2.3337
H -0.2648 -0.4556 1.0739
S 1.5945 1.0017 0.4549
H -1.2389 -0.7537 3.1302
O -1.0668 -1.0464 0.9590
*
```

* orbital gap: 6.49 eV
* energy above the lowest of the compared OMol25 structures with the same formula, charge and spin: 38.03 kcal/mol

natural (NBO) atomic charge list, values in e, 6 entries: number 1, H, carries 0.177; number 2, C, carries -0.493; number 3, H, carries 0.142; number 4, H, carries 0.201; number 5, H, carries 0.213; number 6, H, carries 0.164



Here is a 2-piece molecular cluster, C3H9PS overall from the OMol25 dataset. Energies are from the ωB97M-V functional and the def2-TZVPD basis.

ORCA input file:
```
! wB97M-V def2-TZVPD RIJCOSX def2/J DEFGRID3
* xyz 0 1
S 3.5770 0.4434 -0.1910
H -0.3549 -2.1015 -0.6848
H 0.8190 -1.1077 -1.6642
P 0.1132 -0.0234 0.4989
H -0.8681 -0.7416 -1.6462
C -0.6669 -1.0175 1.7192
H -0.1369 -1.8729 1.9058
H 2.6758 0.9961 -1.0550
C -0.8226 1.5589 -0.0541
H -1.3962 1.9614 0.8262
C -0.0356 -1.0838 -1.0078
H -1.7231 1.1731 -0.5491
H -0.3199 2.3229 -0.7594
H -0.8608 -0.5074 2.6613
*
```

* orbital gap (spin up / spin down): 5.05 / 5.05 eV
* energy above the lowest of the compared OMol25 structures with the same formula, charge and spin: 101.59 kcal/mol

natural (NBO) atomic charge list, values in e, 6 entries: number 1, S, carries -0.606; number 2, H, carries 0.252; number 3, H, carries 0.266; number 4, P, carries 1.216; number 5, H, carries 0.240; number 6, C, carries -0.786



Here is a 2-piece molecular cluster, C3H9PSi overall from the OMol25 dataset. Energies are from the ωB97M-V functional and the def2-TZVPD basis.

ORCA input file:
```
! wB97M-V def2-TZVPD RIJCOSX def2/J DEFGRID3
* xyz 0 1
H -0.6699 1.9770 -0.5186
H 1.2297 1.4921 1.3627
H 1.8511 -0.5165 -1.3770
H -0.8147 -1.9221 -0.9376
H 1.2110 -3.0575 -0.1527
P 1.7783 1.3108 0.0518
H 3.0983 1.6666 0.5387
Si 0.3327 -1.8763 0.0696
H -2.7449 -0.0244 0.4129
C 1.5673 -0.4299 -0.3169
C -2.4253 0.8681 0.0026
C -1.1723 1.1890 -0.1480
H 0.0024 -2.0976 1.5466
H -3.2436 1.4207 -0.5341
*
```

* orbital gap (spin up / spin down): 8.13 / 7.68 eV
* energy above the lowest of the compared OMol25 structures with the same formula, charge and spin: 94.84 kcal/mol

natural (NBO) atomic charge list, values in e, 6 entries: number 1, H, carries 0.161; number 2, H, carries -0.018; number 3, H, carries 0.205; number 4, H, carries -0.137; number 5, H, carries -0.164; number 6, P, carries 0.322



Here is a 3-piece molecular cluster, C3H9S overall from the OMol25 dataset. Energies are from the ωB97M-V functional and the def2-TZVPD basis.

ORCA input file:
```
! wB97M-V def2-TZVPD RIJCOSX def2/J DEFGRID3
* xyz -1 1
H -2.8200 3.0954 1.1076
H -0.4897 1.3027 0.3955
H -0.7279 1.9630 2.0612
H -1.8504 0.8685 1.2892
C -1.9728 2.8741 0.4440
H -1.3093 3.7527 0.3677
H 3.4072 -3.8500 -1.9345
S 2.4824 -1.5347 -1.0025
H 2.6587 -4.3988 -0.2567
H -2.4044 2.6815 -0.5114
H 1.6288 -4.3431 -1.7775
C -1.1997 1.7155 1.1067
C 2.5971 -4.1266 -1.2892
*
```

* orbital gap: 5.90 eV
* energy above the lowest of the compared OMol25 structures with the same formula, charge and spin: 66.30 kcal/mol

natural (NBO) atomic charge list, values in e, 6 entries: number 1, H, carries 0.186; number 2, H, carries 0.232; number 3, H, carries 0.199; number 4, H, carries 0.197; number 5, C, carries -0.603; number 6, H, carries 0.196